14
Properties=species:S:1:pos:R:3:nbo_charge:R:1 method="wB97M-V/def2-TZVPD" molar_mass_g_mol=131.09 lumo_ev=0.6483 charge=0 homo_energy_ev=-9.83
C 1.71 1.64 -0.95 -0.71
C 0.79 0.68 -0.27 0.82
O -0.44 0.89 -0.18 -0.58
O 1.29 -0.49 0.01 -0.56
C 0.16 -1.54 0.54 0.73
O 0.51 -2.54 1.01 -0.45
C -1.29 -0.89 0.06 0.65
N -2.13 -0.64 1.11 -0.85
O -1.63 -1.28 -1.03 -0.59
H 1.21 2.59 -1.14 0.24
H 2.04 1.20 -1.90 0.25
H 2.58 1.81 -0.32 0.24
H -1.75 -0.37 2.00 0.40
H -3.04 -1.06 1.06 0.41